i:
Density functional theory data (the ωB97M-V functional and the def2-TZVPD basis) for a cluster of 2 separate species, C10H16OS in total.

The SMILES is CCc1ccc(O)cc1.CSC. For the HOMO energy, the calculation gives -8.2 eV.

Each atom is followed by the atoms it is bonded to, with distances in Å.
Cartesian coordinates (Å):
1 C -2.0154 -2.0370 -0.4750  C2 1.541, H10 1.096, H11 1.080, H12 1.095
2 C -2.4739 -0.9460 0.5113  C1 1.541, C3 1.513, H13 1.092, H14 1.092
3 C -1.4330 0.1286 0.7387  C2 1.513, C4 1.382, C9 1.401
4 C -1.2830 1.1877 -0.1358  C3 1.382, C5 1.399, H15 1.088
5 C -0.3981 2.2431 0.1094  C4 1.399, C6 1.376, H16 1.083
6 C 0.3801 2.1992 1.2439  C5 1.376, O7 1.370, C8 1.395
7 O 1.3115 3.1727 1.4945  C6 1.370, H17 0.967
8 C 0.2667 1.1139 2.1124  C6 1.395, C9 1.377, H18 1.071
9 C -0.5726 0.0557 1.8420  C3 1.401, C8 1.377, H19 1.081
10 H -2.3042 -3.0509 -0.1751  C1 1.096
11 H -0.9397 -2.0307 -0.5722  C1 1.080
12 H -2.4093 -1.9243 -1.4900  C1 1.095
13 H -3.4236 -0.5236 0.1773  C2 1.092
14 H -2.6749 -1.4157 1.4764  C2 1.092
15 H -1.8782 1.3432 -1.0328  C4 1.088
16 H -0.3985 3.1711 -0.4480  C5 1.083
17 H 1.3226 3.4245 2.4278  O7 0.967
18 H 0.9067 1.1482 2.9703  C8 1.071
19 H -0.5000 -0.8697 2.3965  C9 1.081
20 C 2.0021 0.6147 -1.9396  S21 1.791, H23 1.086, H24 1.093, H25 1.095
21 S 2.4924 -0.3131 -0.4878  C20 1.791, C22 1.807
22 C 2.0762 -2.0189 -0.9158  S21 1.807, H26 1.082, H27 1.091, H28 1.101
23 H 1.0144 1.0545 -1.8376  C20 1.086
24 H 2.7471 1.3959 -2.1133  C20 1.093
25 H 1.9642 0.0088 -2.8510  C20 1.095
26 H 1.0446 -2.2537 -1.1415  C22 1.082
27 H 2.5294 -2.5519 -0.0787  C22 1.091
28 H 2.6464 -2.3262 -1.8063  C22 1.101


ii:
Density functional theory data (the ωB97M-V functional and the def2-TZVPD basis) for a cluster of 2 separate species, C10H16OS in total.

The SMILES is Oc1ccccc1.CCSCC. For the HOMO energy, the calculation gives -8.5 eV.

Each atom is followed by the atoms it is bonded to, with distances in Å.
Cartesian coordinates (Å):
1 O 0.8744 -0.7892 -0.9345  C2 1.372, H8 0.988
2 C -0.1578 -1.4441 -1.5576  O1 1.372, C3 1.395, C7 1.396
3 C -0.0098 -1.7158 -2.9181  C2 1.395, C4 1.393, H9 1.098
4 C -1.0252 -2.3783 -3.6034  C3 1.393, C5 1.396, H10 1.098
5 C -2.1891 -2.7726 -2.9412  C4 1.396, C6 1.394, H11 1.098
6 C -2.3304 -2.4980 -1.5820  C5 1.394, C7 1.395, H12 1.098
7 C -1.3182 -1.8348 -0.8880  C2 1.396, C6 1.395, H13 1.098
8 H 0.6353 -0.6648 0.0161  O1 0.988
9 H 0.9112 -1.3996 -3.4254  C3 1.098
10 H -0.9028 -2.5893 -4.6739  C4 1.098
11 H -2.9868 -3.2946 -3.4859  C5 1.098
12 H -3.2403 -2.8021 -1.0479  C6 1.098
13 H -1.4311 -1.6193 0.1827  C7 1.098
14 C 2.9749 1.0044 2.1916  C15 1.525, H19 1.103, H20 1.103, H21 1.103
15 C 1.8046 1.2266 3.1436  C14 1.525, S16 1.812, H22 1.107, H23 1.107
16 S 0.1766 0.9021 2.4163  C15 1.812, C17 1.811
17 C 0.0470 2.3086 1.2832  S16 1.811, C18 1.525, H24 1.107, H25 1.107
18 C -1.3328 2.3098 0.6350  C17 1.525, H26 1.103, H27 1.103, H28 1.103
19 H 3.9278 1.1770 2.7196  C14 1.103
20 H 2.9194 1.6929 1.3316  C14 1.103
21 H 2.9647 -0.0319 1.8139  C14 1.103
22 H 1.8706 0.5330 4.0038  C15 1.107
23 H 1.8063 2.2591 3.5430  C15 1.107
24 H 0.2135 3.2410 1.8562  C17 1.107
25 H 0.8353 2.2444 0.5086  C17 1.107
26 H -2.1205 2.3952 1.4025  C18 1.103
27 H -1.4232 3.1629 -0.0582  C18 1.103
28 H -1.4935 1.3773 0.0682  C18 1.103


iii:
Density functional theory data (the ωB97M-V functional and the def2-TZVPD basis) for a cluster of 2 separate species, C10H16OS in total.

The SMILES is CCc1ccc(O)cc1.CSC. For the HOMO energy, the calculation gives -8.0 eV.

Each atom is followed by the atoms it is bonded to, with distances in Å.
Cartesian coordinates (Å):
1 C 1.5066 -1.0069 -3.4485  C2 1.524, H10 1.091, H11 1.131, H12 1.099
2 C 1.8408 -1.1751 -1.9707  C1 1.524, C3 1.522, H13 1.096, H14 1.134
3 C 1.6208 0.0561 -1.1028  C2 1.522, C4 1.403, C9 1.386
4 C 1.5249 1.3306 -1.6826  C3 1.403, C5 1.395, H15 1.087
5 C 0.8695 2.3572 -1.0023  C4 1.395, C6 1.422, H16 1.100
6 C 0.5078 2.0733 0.3435  C5 1.422, O7 1.375, C8 1.392
7 O -0.2725 2.9796 1.0222  C6 1.375, H17 0.963
8 C 0.7369 0.8758 1.0158  C6 1.392, C9 1.384, H18 1.059
9 C 1.3510 -0.0983 0.2480  C3 1.386, C8 1.384, H19 1.090
10 H 2.2033 -0.3038 -3.9080  C1 1.091
11 H 0.4879 -0.6623 -3.8001  C1 1.131
12 H 1.7440 -1.8454 -4.1176  C1 1.099
13 H 1.2652 -2.0518 -1.6535  C2 1.096
14 H 2.9379 -1.4597 -1.9828  C2 1.134
15 H 1.9689 1.6049 -2.6362  C4 1.087
16 H 0.8806 3.4049 -1.3377  C5 1.100
17 H -0.5844 3.6877 0.4496  O7 0.963
18 H 0.5509 0.8481 2.0584  C8 1.059
19 H 1.6198 -1.0810 0.6368  C9 1.090
20 C -2.7686 -0.1719 1.6183  S21 1.782, H23 1.085, H24 1.107, H25 1.100
21 S -1.4194 -1.3135 1.8423  C20 1.782, C22 1.844
22 C -2.1382 -1.9388 3.4210  S21 1.844, H26 1.103, H27 1.085, H28 1.093
23 H -2.6221 0.5444 0.8164  C20 1.085
24 H -3.6241 -0.8278 1.3676  C20 1.107
25 H -3.0705 0.4333 2.4858  C20 1.100
26 H -1.9299 -1.3326 4.3183  C22 1.103
27 H -1.9746 -2.9509 3.7758  C22 1.085
28 H -3.2125 -1.9763 3.2230  C22 1.093


Energies relative to the minimum, kcal/mol: i 14.7; ii 0.0; iii 32.8